A molecular structure, C10H29NPPt at a distorted geometry, computed with wB97M-V/def2-TZVPD.

Geometry as ORCA input:
```
! RIJCOSX wB97M-V def2-TZVPD def2/J DEFGRID3
* xyz 1 5
C -1.054 1.658 0.583
Pt 0.000 0.000 0.000
N 1.299 -1.722 -0.718
H 0.123 0.641 -1.414
H 2.299 -1.480 -0.771
H -1.288 -0.436 -0.695
H -1.514 2.190 -0.263
H -0.300 2.316 1.061
H -1.838 1.395 1.315
H 1.246 -2.596 -0.178
H 1.027 -1.968 -1.679
C 3.443 -0.938 2.358
C 2.234 -1.713 2.907
C 2.385 -1.833 4.431
P 0.659 -0.963 2.226
C -0.445 -2.470 2.154
C -0.394 -3.359 3.408
C -1.898 -2.045 1.928
C 0.222 0.475 3.344
C -0.243 0.090 4.760
C 1.276 1.581 3.386
H 3.494 0.100 2.728
H 3.408 -0.901 1.250
H 4.389 -1.442 2.648
H 2.320 -2.722 2.452
H 2.515 -0.836 4.892
H 1.552 -2.366 4.918
H 3.315 -2.394 4.664
H -0.141 -3.120 1.316
H -0.685 -2.804 4.320
H -1.090 -4.217 3.293
H 0.608 -3.810 3.537
H -2.003 -1.474 0.997
H -2.551 -2.940 1.844
H -2.261 -1.418 2.768
H -0.691 0.900 2.936
H 0.534 -0.327 5.410
H -0.625 0.995 5.279
H -1.087 -0.624 4.707
H 1.572 1.884 2.361
H 0.861 2.470 3.907
H 2.166 1.264 3.957
*
```

The total energy is -913.2836 Eh. For the HOMO energy (spin up / spin down), the calculation gives -8.949 / -14.091 eV. The value obtained for the molecular weight is 389.40 g mol⁻¹. Its HOMO-LUMO gap (spin up / spin down) is 6.38 / 7.03 eV.